The following is a quantum chemistry calculation of a single C15H15NO4 molecule, from the Open Molecules 2025 dataset.

Bonds (Å) are listed after each position.
CARTESIAN COORDINATES (ANGSTROEM)
1 C 2.711 -1.653 -4.529  H2 1.087, H3 1.092, H4 1.092, O5 1.419
2 H 1.893 -1.666 -5.244  C1 1.087
3 H 3.466 -0.920 -4.820  C1 1.092
4 H 3.184 -2.635 -4.469  C1 1.092
5 O 2.138 -1.302 -3.279  C1 1.419, C6 1.351
6 C 3.011 -1.188 -2.254  O5 1.351, O7 1.210, C8 1.455
7 O 4.199 -1.372 -2.385  C6 1.210
8 C 2.383 -0.819 -0.995  C6 1.455, C9 1.355, C13 1.499
9 C 1.075 -0.659 -0.679  C8 1.355, N10 1.389, C32 1.484
10 N 0.954 -0.324 0.664  C9 1.389, C11 1.391, C16 1.409
11 C 2.196 -0.266 1.288  N10 1.391, O12 1.204, C13 1.507
12 O 2.367 -0.002 2.451  C11 1.204
13 C 3.219 -0.572 0.225  C8 1.499, C11 1.507, H14 1.092, H15 1.091
14 H 3.908 0.266 0.104  C13 1.092
15 H 3.826 -1.437 0.497  C13 1.091
16 C -0.244 -0.014 1.340  N10 1.409, C17 1.386, C21 1.392
17 C -1.146 0.890 0.801  C16 1.386, C18 1.393, H31 1.079
18 C -2.319 1.214 1.478  C17 1.393, C19 1.394, C25 1.489
19 C -2.572 0.630 2.718  C18 1.394, C20 1.383, H24 1.078
20 C -1.662 -0.259 3.260  C19 1.383, C21 1.384, H23 1.079
21 C -0.502 -0.588 2.582  C16 1.392, C20 1.384, H22 1.078
22 H 0.208 -1.278 3.010  C21 1.078
23 H -1.858 -0.707 4.223  C20 1.079
24 H -3.475 0.860 3.261  C19 1.078
25 C -3.239 2.180 0.817  C18 1.489, O26 1.210, C27 1.507
26 O -3.079 2.502 -0.339  C25 1.210
27 C -4.365 2.733 1.652  C25 1.507, H28 1.087, H29 1.087, H30 1.088
28 H -3.981 3.154 2.577  C27 1.087
29 H -4.886 3.502 1.087  C27 1.087
30 H -5.067 1.937 1.896  C27 1.088
31 H -0.952 1.375 -0.144  C17 1.079
32 C -0.123 -0.861 -1.530  C9 1.484, H33 1.086, H34 1.089, H35 1.088
33 H 0.077 -1.643 -2.257  C32 1.086
34 H -0.357 0.047 -2.085  C32 1.089
35 H -0.987 -1.128 -0.925  C32 1.088

* SMILES string: COC(=O)C1=C(C)N(c2cccc(C(C)=O)c2)C(=O)C1
* E_LUMO: 0.1 eV
* Kohn-Sham gap: 8.6 eV
* E: -936.343956 hartree
* energy above the lowest of the compared OMol25 structures with the same formula, charge and spin: 45.4 kJ/mol